1.
Entry from the Open Molecules 2025 dataset: a single C5H14N2 molecule (wB97M-V/def2-TZVPD).

Cartesian coordinates (Å):
C -0.93216 -1.72395 -0.08389
C -1.07799 -0.19544 -0.00416
C -1.56530 0.31865 -1.38448
C 0.19675 0.50742 0.46858
N 0.49687 0.26399 1.88814
C 1.43767 0.24482 -0.38352
N 2.46952 1.25999 -0.12545
H -0.79286 -2.17117 0.91370
H -1.84721 -2.14534 -0.47277
H -0.04405 -2.00021 -0.64343
H -1.89721 0.08056 0.66029
H -2.34704 -0.33757 -1.75406
H -2.03315 1.29858 -1.28274
H -0.73480 0.47752 -2.05971
H 0.02208 1.57999 0.29137
H 0.16435 1.05055 2.43586
H -0.00765 -0.56296 2.20644
H 1.83406 -0.73135 -0.14329
H 1.12097 0.25929 -1.42647
H 2.22959 1.75617 0.72863
H 3.30755 0.77046 0.17097

## Properties
relative energy (zero: lowest compared OMol25 entry of this formula, charge and spin)	12.9	kcal per mole



2.
Entry from the Open Molecules 2025 dataset: a single C5H14N2 molecule (wB97M-V/def2-TZVPD).

Cartesian coordinates (Å):
C 1.05275 -1.22433 1.39641
C 0.99391 -0.94698 -0.10018
N 2.32221 -0.92217 -0.63354
C 0.39774 0.45685 -0.16234
N -1.08281 0.34651 -0.17862
C -1.64157 0.31029 -1.49903
C -1.63700 1.52860 0.55567
H 0.05086 -1.28087 1.71995
H 1.53180 -2.29046 1.64238
H 1.55450 -0.53824 2.13657
H 0.33214 -1.74118 -0.57376
H 2.95748 -0.46139 0.07205
H 2.66113 -1.83788 -1.09154
H 0.70861 1.08445 0.77175
H 0.66611 0.94357 -1.16460
H -1.16266 -0.35641 -2.08383
H -1.59198 1.32572 -2.07123
H -2.64525 0.07830 -1.49825
H -1.26816 1.56724 1.60288
H -1.63718 2.55723 0.27596
H -2.56263 1.40115 0.88331

## Properties
relative energy (zero: lowest compared OMol25 entry of this formula, charge and spin)	64.2	kcal per mole



3.
Entry from the Open Molecules 2025 dataset: a single C5H14N2 molecule (wB97M-V/def2-TZVPD).

Cartesian coordinates (Å):
C -2.09911 1.59188 0.09687
C -0.61183 1.93649 -0.07508
C 0.37393 0.86964 0.40005
C 0.17045 -0.55331 -0.10124
N 0.40172 -0.65715 -1.55741
C 1.16279 -1.46473 0.61595
N 0.94946 -2.89409 0.29086
H -2.32271 0.53163 -0.02884
H -2.47589 1.91728 1.06718
H -2.71672 2.07477 -0.64762
H -0.48302 2.16877 -1.13922
H -0.39415 2.84204 0.47656
H 0.40735 0.89730 1.50010
H 1.37369 1.19203 0.11914
H -0.84196 -0.91652 0.03198
H 1.37496 -0.44501 -1.75220
H -0.09493 0.08366 -2.02965
H 2.16019 -1.17273 0.30367
H 0.95165 -1.34397 1.67347
H 1.64030 -3.20860 -0.37369
H 1.07382 -3.44939 1.12911

## Properties
relative energy (zero: lowest compared OMol25 entry of this formula, charge and spin)	13.0	kcal per mole



4.
Entry from the Open Molecules 2025 dataset: a single C5H14N2 molecule (wB97M-V/def2-TZVPD).

Cartesian coordinates (Å):
C 1.71126 -2.04797 -0.05909
N 1.08693 -1.09027 0.91048
C -0.13181 -0.33706 0.36682
C -1.35875 -0.51843 1.20334
C 0.18973 1.19061 0.22235
C -0.90753 1.69618 -0.65417
N -0.35997 1.51187 -1.99804
H 2.16737 -3.00622 0.59198
H 1.30163 -2.37206 -1.06102
H 2.67542 -1.57186 -0.34302
H 0.99669 -1.44162 1.93291
H -0.35499 -0.93510 -0.60638
H -2.21954 -0.18449 0.81503
H -1.19213 -0.01678 2.23653
H -1.54073 -1.64872 1.42027
H 0.12330 1.56892 1.23337
H 1.26096 1.41508 -0.23992
H -1.88163 1.18527 -0.79347
H -1.05535 2.76288 -0.36971
H 0.47981 2.14669 -2.16182
H -0.99066 1.69307 -2.64643

## Properties
relative energy (zero: lowest compared OMol25 entry of this formula, charge and spin)	69.8	kcal per mole



Largest force on an atom
In order: 0.027 0.098 0.032 0.115
Unit: Eh/bohr